1.
A molecular structure, C2H2Cu2O6, computed with the ωB97M-V functional and the def2-TZVPD basis.

Structure (XYZ):
```
12
Properties=species:S:1:pos:R:3:forces:R:3
Cu -1.08415 2.55779 0.55543 0.007 -1.346 -0.402
Cu 1.30282 -2.22162 -0.61941 -1.645 0.635 -0.118
O -2.01669 -0.30816 -2.27107 -0.516 -0.517 -0.226
C -1.53617 -0.43106 -1.06633 2.156 3.567 1.768
O -0.83077 -1.41646 -0.79666 2.017 -3.877 -0.051
O -1.50230 0.54191 -0.28658 -0.813 1.933 1.119
H -1.53172 -1.07783 -2.57768 -0.540 -0.663 -1.865
O 1.21925 -0.49081 1.03551 -0.391 -2.107 -0.460
C 1.68086 0.56419 1.56587 1.740 3.018 0.762
O 2.85171 0.62046 1.97613 1.793 0.136 0.958
O 1.00071 1.59680 1.57460 -0.134 0.534 0.358
H 0.44648 0.06482 0.91018 -3.676 -1.313 -1.845
```
Forces are in eV/Å.

HOMO level (spin up / spin down): -0.4670 / -0.5178 Ha
2S+1: 4
orbital gap (spin up / spin down): 0.281 / 0.215 Eh
charge: +1
E_LUMO (spin up / spin down): -5.1 / -8.2 eV

=====

2.
A molecular structure, C6H8N2O2, computed with the ωB97M-V functional and the def2-TZVPD basis.

Structure (XYZ):
```
18
Properties=species:S:1:pos:R:3:forces:R:3
C -1.36456 -0.36315 2.05859 0.573 -1.751 0.670
C -0.10107 0.18665 2.18513 -2.791 -0.159 -2.123
C -1.81895 -0.39588 0.64875 1.627 2.089 0.558
C 1.74259 0.06926 -0.08217 -1.400 1.668 1.329
C -0.42749 0.62110 -1.25033 0.526 1.472 -1.358
C 1.07699 0.09071 -1.53159 0.141 2.043 1.691
N 0.25653 0.77740 0.96607 1.924 -1.387 -0.930
N -0.77027 0.44711 0.13474 -0.587 -0.726 -2.309
O -2.80788 -0.75417 0.02875 0.935 -0.133 0.492
O 0.92632 -1.14225 -2.09800 -0.905 -2.306 -0.160
H -1.83703 -1.01846 2.79330 -0.015 0.746 0.073
H 0.35575 0.49625 3.07067 1.101 -0.129 1.134
H 2.04634 -0.88575 0.41449 -0.582 0.725 -0.728
H 2.46768 0.89657 0.13129 -0.692 -0.911 -0.374
H -0.47397 1.71485 -1.54621 -0.139 -1.159 0.353
H -1.12474 0.03257 -1.90646 0.520 0.730 0.709
H 1.79454 0.79123 -2.22588 -2.104 -1.696 1.547
H 0.05923 -1.56405 -1.79114 1.871 0.887 -0.574
```
Forces are in eV/Å.

HOMO level: -0.3072 Ha
orbital gap: 0.303 Eh
E_LUMO: -0.1 eV

=====

3.
3 unconnected molecules or ions with the total composition C2H11NO2S2, computed with the ωB97M-V functional and the def2-TZVPD basis.

Structure (XYZ):
```
18
Properties=species:S:1:pos:R:3:forces:R:3
N -3.05652 -0.42961 -0.50281 0.581 -0.536 0.761
C -1.79511 -0.88007 -1.13009 -1.694 -1.159 -1.894
C -0.82446 -1.62733 -0.23793 0.167 0.615 1.260
S 0.51465 -2.31499 -1.24566 -0.508 0.600 -0.865
S 1.87980 -2.74131 0.21029 0.362 0.138 0.874
H -3.41228 0.39424 -0.96701 0.089 -0.009 -0.013
H -2.86008 -0.16582 0.45612 -0.168 0.112 0.022
H -2.04939 -1.70336 -1.83420 -0.381 0.297 0.094
H -1.53789 -0.11059 -1.86197 1.439 0.147 0.666
H -0.47872 -1.04488 0.63123 0.412 0.203 -0.546
H -1.32301 -2.47079 0.23709 -0.398 -0.054 -0.217
H 2.56291 -3.56551 -0.57386 0.128 -0.318 -0.131
O 0.34874 2.64872 1.59386 -0.056 0.140 -0.108
H 1.23584 2.73185 1.22591 0.331 -0.281 0.074
H -0.11443 3.39110 1.20001 -0.237 0.051 0.032
O 3.28007 2.58241 0.95401 -1.062 0.393 0.213
H 3.74615 3.37367 1.22590 0.387 -0.119 -0.062
H 3.88372 1.93226 0.61912 0.607 -0.220 -0.159
```
Forces are in eV/Å.

HOMO level: -0.2946 Ha
orbital gap: 0.312 Eh
E_LUMO: 0.5 eV

=====

4.
A molecular structure, C4H4CuLiO5, computed with the ωB97M-V functional and the def2-TZVPD basis.

Structure (XYZ):
```
15
Properties=species:S:1:pos:R:3:forces:R:3
O 0.30574 0.40929 1.62349 -0.109 -1.213 2.676
C -0.89063 -0.06938 1.81688 2.506 -1.718 -3.155
C 0.29783 1.06079 -0.10465 1.287 1.806 -4.064
O -1.07440 -1.17766 2.29685 -0.727 -0.462 1.260
O -1.75297 0.41417 0.90832 -1.496 1.007 0.506
C -1.17764 1.44188 0.08908 0.731 -0.737 0.962
H 0.51889 1.37904 -1.13298 -0.602 -1.394 -1.263
H 1.23195 1.52828 0.22240 -0.644 0.228 1.354
H -1.73866 1.44401 -0.85024 0.220 -0.113 0.278
H -1.27212 2.40692 0.60058 0.103 0.005 -0.133
O 0.38743 -1.18357 -2.31248 0.121 0.454 1.241
C 0.77724 -1.05486 -1.11320 0.310 -0.115 -1.284
O 1.67298 -1.91652 -0.71219 -0.705 0.466 1.299
Li 1.06058 -1.75342 1.33663 -0.517 0.829 -0.372
Cu 1.65378 -2.92897 -2.66849 -0.478 0.959 0.695
```
Forces are in eV/Å.

HOMO level (spin up / spin down): -0.2884 / -0.2884 Ha
orbital gap (spin up / spin down): 0.235 / 0.235 Eh
E_LUMO (spin up / spin down): -1.5 / -1.5 eV

=====

5.
11 unconnected molecules or ions with the total composition C41H51Cl3N10, computed with the ωB97M-V functional and the def2-TZVPD basis.

Structure (XYZ):
```
105
Properties=species:S:1:pos:R:3:forces:R:3
C -1.68627 -2.16374 2.84995 -1.027 1.169 1.469
C -2.96522 -1.53749 3.08626 0.770 0.479 0.217
C -2.70848 -0.39723 3.84296 -0.150 -0.215 -1.066
N -1.37036 -0.30413 4.06012 0.437 0.724 0.399
C -0.77407 -1.39978 3.53551 0.477 -0.414 -1.013
H -1.47287 -3.09772 2.40943 0.086 -0.750 -0.503
H -3.93497 -1.87103 2.75875 -0.053 -0.024 -0.006
H -3.29863 0.44539 4.11830 -0.644 0.143 0.213
H -0.90449 0.55593 4.41752 -0.527 -1.207 -0.081
H 0.26861 -1.59669 3.60604 0.611 0.135 0.219
C -0.06849 -4.61345 -4.20044 2.026 0.723 -0.093
C 1.30529 -4.13049 -3.83229 -1.999 0.993 0.466
C 1.10919 -3.00535 -3.01216 1.755 -1.320 0.390
N -0.18746 -2.82703 -2.82202 -2.006 -1.507 -1.699
C -0.91695 -3.73943 -3.59470 -1.321 1.070 1.183
H -0.35497 -5.42784 -4.88384 0.341 0.571 0.565
H 2.28152 -4.46538 -4.09523 0.241 -0.558 -0.243
H 1.74827 -2.44095 -2.31621 0.176 -0.420 -0.976
H -0.60787 -2.05431 -2.38393 -0.488 0.921 0.709
H -2.02783 -3.60081 -3.57996 1.256 -0.522 -0.136
C -5.46712 2.43353 -0.74109 0.208 0.235 1.584
C -4.85674 3.30811 0.27332 -0.273 -1.103 -1.142
C -4.05532 2.49995 1.04708 -0.269 -0.954 0.550
N -4.27567 1.17459 0.67239 0.896 1.450 -0.017
C -5.05141 1.15294 -0.42213 -0.923 0.649 -0.230
H -6.27785 2.72008 -1.40930 0.531 -0.173 0.011
H -5.09344 4.36112 0.36938 0.466 -0.165 0.060
H -3.35813 2.62893 1.86692 -0.322 0.530 -0.032
H -3.81238 0.35491 1.02931 0.165 0.146 0.197
H -5.30784 0.18853 -0.76275 -0.454 -0.660 -0.841
C 1.61469 4.40558 -1.60115 2.798 -0.440 0.147
C 2.34334 5.61427 -1.67741 1.883 0.160 -1.208
C 3.57369 5.28405 -2.34092 -1.390 4.606 2.547
N 3.64872 3.99988 -2.51700 0.638 -2.871 -1.025
C 2.51537 3.40094 -2.00653 -1.535 0.753 -1.045
H 0.68808 4.20901 -1.14802 -1.035 -0.123 0.356
H 2.17923 6.63025 -1.28993 -0.354 -0.766 -0.320
H 4.42928 5.97223 -2.34247 -0.358 -0.565 -0.629
H 4.36148 3.61852 -3.17010 -1.003 -0.137 1.221
H 2.22943 2.39433 -2.20496 0.311 -0.620 -0.139
C 0.03745 0.96544 -5.22741 0.056 -0.153 -0.418
C -1.19473 0.26248 -5.31193 -0.649 1.407 0.653
C -0.93587 -1.02723 -5.44358 0.741 -3.250 -1.368
N 0.43327 -1.19182 -5.66421 -0.477 0.823 1.414
C 1.03902 0.05677 -5.41156 0.291 -1.278 -0.625
H 0.09038 2.02320 -5.15030 0.398 0.602 0.122
H -2.18725 0.65374 -5.29944 -0.341 0.455 0.189
H -1.59632 -1.91963 -5.50278 0.608 0.997 -0.008
H 0.87001 -2.09086 -5.48382 0.107 0.258 -0.098
H 2.13455 0.12302 -5.49116 -0.817 0.202 0.157
C 2.35707 -3.41557 2.66460 0.624 -1.699 1.083
C 1.54247 -3.60228 1.57004 -2.318 -0.765 -2.553
C 1.34996 -4.96562 1.34514 1.781 0.544 2.155
N 2.08385 -5.60187 2.33845 0.808 2.051 1.054
C 2.72323 -4.66271 3.17969 -0.353 0.507 -0.147
H 2.65668 -2.50308 3.07674 0.360 1.213 0.563
H 0.96687 -2.89879 0.94518 0.763 -0.061 0.535
H 0.85865 -5.56212 0.61832 -0.446 -0.019 -0.492
H 2.14993 -6.56693 2.50280 -0.028 -1.199 -0.059
H 3.35018 -4.79397 4.14228 -1.294 -0.498 -2.109
C -1.21179 2.93765 4.88569 0.030 0.660 -0.588
C -0.63032 2.21909 5.97621 -0.997 0.115 -0.072
C 0.65270 1.98631 5.61363 1.359 -0.542 -0.715
N 0.83474 2.49589 4.33998 0.491 -0.091 1.060
C -0.25019 3.14576 3.88512 -1.299 -1.332 2.412
H -2.19474 3.33832 4.85216 -0.656 0.163 0.033
H -1.11220 1.82343 6.88325 0.256 0.565 -0.618
H 1.44819 1.46030 6.15400 -0.376 0.314 -0.505
H 1.65874 2.45477 3.80069 1.375 -0.177 -0.338
H -0.22144 3.63407 2.94925 -0.250 0.437 -0.672
C -4.45292 -2.96100 -1.98951 0.052 -1.073 1.196
C -3.66460 -2.56366 -0.85125 -1.187 -0.725 0.015
C -3.04258 -1.40217 -1.17760 -0.184 -0.027 0.016
N -3.35864 -1.08315 -2.45462 -1.060 -1.851 0.100
C -4.22377 -2.05182 -2.93392 0.776 1.823 -2.669
H -5.09807 -3.82330 -2.11108 0.244 0.096 0.197
H -3.72804 -3.05157 0.10583 0.342 0.094 0.136
H -2.55044 -0.70382 -0.57357 1.004 0.652 0.730
H -3.08475 -0.30481 -2.97665 0.620 1.229 -0.548
H -4.44180 -2.00188 -4.01202 -0.316 -0.185 0.802
C 4.13575 3.44794 2.54708 -0.786 0.101 -1.019
C 3.82243 2.13142 3.00953 -0.098 0.063 -0.197
C 2.93677 1.57277 2.08984 1.097 -0.664 1.202
N 2.79278 2.43857 1.06869 -2.008 -0.464 -1.389
C 3.44384 3.60168 1.31964 1.017 -1.136 2.090
H 4.72553 4.20467 3.07643 -0.243 -0.444 -0.485
H 4.25386 1.60913 3.87222 -0.408 0.390 -0.359
H 2.46796 0.59815 2.16231 0.090 0.221 -0.465
H 2.14988 2.26349 0.24538 1.213 0.455 1.421
H 3.31968 4.36468 0.62346 0.156 1.355 -0.814
C -0.16546 1.24829 -1.43755 -0.048 -0.743 -0.486
C 0.55105 0.11465 -0.87601 1.199 0.822 -2.856
C 0.23749 0.07091 0.42342 -0.818 -1.264 1.848
N -0.75011 0.99212 0.69220 0.614 0.376 0.991
C -0.94287 1.75744 -0.43405 -0.341 -0.029 -0.172
H -0.17823 1.51155 -2.51100 0.027 -0.007 0.934
H 1.28089 -0.45571 -1.51328 -0.852 0.417 1.245
H 0.46310 -0.65340 1.20512 0.173 0.291 -0.324
H -0.99930 1.21057 1.67652 -0.003 -0.100 -1.286
H -1.69174 2.52706 -0.47803 -0.057 0.168 0.147
Cl 5.33504 -0.84423 1.20323 -0.236 0.289 0.046
C 4.85016 -2.42803 0.63996 -0.200 -0.581 0.741
Cl 6.21730 -3.52450 0.76523 0.244 -0.344 -0.002
Cl 4.19278 -2.42482 -0.95317 -0.194 0.271 -1.212
H 4.03260 -2.84522 1.23150 0.483 0.332 0.320
```
Forces are in eV/Å.

HOMO level: -0.3040 Ha
orbital gap: 0.323 Eh
E_LUMO: 0.5 eV

=====

6.
A molecular structure, C3H4InO2, computed with the ωB97M-V functional and the def2-TZVPD basis.

Structure (XYZ):
```
10
Properties=species:S:1:pos:R:3:forces:R:3
C 1.55749 -1.00736 0.18482 -0.778 -2.218 0.970
C 0.29626 -1.02624 -0.23870 -1.437 1.097 0.697
O -0.48258 0.15888 -0.20879 2.716 -0.499 -1.955
C -1.24438 0.38738 0.82930 -1.378 -0.239 1.855
O -0.67790 1.38714 1.47207 0.411 0.317 -0.378
H 1.88161 -2.02017 0.46347 0.471 0.412 -0.652
H -0.31215 -1.89244 -0.51900 0.525 0.121 -0.019
H -1.22514 1.62366 2.22950 -0.280 0.007 0.149
In 2.58475 0.66978 0.69622 -0.649 0.707 -1.384
H 3.15358 1.98569 -0.18119 0.399 0.296 0.718
```
Forces are in eV/Å.

HOMO level: -0.4787 Ha
orbital gap: 0.234 Eh
charge: +1
E_LUMO: -6.7 eV

=====

What did the first record say?
A molecular structure, C2H2Cu2O6, computed with the ωB97M-V functional and the def2-TZVPD basis.

Structure (XYZ):
```
12
Properties=species:S:1:pos:R:3:forces:R:3
Cu -1.08415 2.55779 0.55543 0.007 -1.346 -0.402
Cu 1.30282 -2.22162 -0.61941 -1.645 0.635 -0.118
O -2.01669 -0.30816 -2.27107 -0.516 -0.517 -0.226
C -1.53617 -0.43106 -1.06633 2.156 3.567 1.768
O -0.83077 -1.41646 -0.79666 2.017 -3.877 -0.051
O -1.50230 0.54191 -0.28658 -0.813 1.933 1.119
H -1.53172 -1.07783 -2.57768 -0.540 -0.663 -1.865
O 1.21925 -0.49081 1.03551 -0.391 -2.107 -0.460
C 1.68086 0.56419 1.56587 1.740 3.018 0.762
O 2.85171 0.62046 1.97613 1.793 0.136 0.958
O 1.00071 1.59680 1.57460 -0.134 0.534 0.358
H 0.44648 0.06482 0.91018 -3.676 -1.313 -1.845
```
Forces are in eV/Å.

HOMO level (spin up / spin down): -0.4670 / -0.5178 Ha
2S+1: 4
orbital gap (spin up / spin down): 0.281 / 0.215 Eh
charge: +1
E_LUMO (spin up / spin down): -5.1 / -8.2 eV